63
Properties=species:S:1:pos:R:3:forces:R:3:lowdin_spin:R:1 method="wB97M-V/def2-TZVPD" gap_ha="0.207 / 0.215" mol_weight_g_mol=573.490 multiplicity=2 homo_ev="-7.10 / -7.32" max_force_ev_per_a=3.042 lumo_ev="-1.47 / -1.48" charge=0 e_tot_ha=-3258.0851
Mn -0.238 0.472 0.662 -0.3 -0.3 2.5 0.97
C 2.292 1.376 -1.633 0.0 0.1 0.0 0.00
C 2.853 1.028 -0.285 -0.1 0.1 0.0 0.00
C 4.242 0.790 -0.173 0.1 0.0 0.1 0.00
C 4.798 0.583 1.051 -0.1 0.0 -0.1 0.00
C 3.975 0.602 2.198 -0.3 0.0 -0.1 0.00
C 4.488 0.457 3.503 0.1 0.0 0.1 0.01
C 3.639 0.458 4.576 0.1 0.0 0.0 0.00
C 2.253 0.560 4.386 0.1 0.0 -0.2 0.01
C 1.716 0.688 3.122 -0.3 0.0 0.0 0.00
S -0.008 0.762 2.886 -0.1 0.0 0.6 0.02
C 2.580 0.758 1.998 0.4 -0.1 0.3 0.00
N 2.050 0.981 0.757 -0.7 -0.1 -0.5 -0.01
H 2.891 2.168 -2.085 0.0 0.0 0.0 0.00
H 1.263 1.714 -1.559 0.1 0.0 0.0 0.00
H 2.339 0.513 -2.302 0.0 0.0 0.0 0.00
H 4.843 0.795 -1.073 0.0 0.0 0.0 0.00
H 5.861 0.406 1.159 0.0 0.0 0.0 0.00
H 5.558 0.346 3.630 0.0 0.0 0.0 0.00
H 4.034 0.371 5.580 0.0 0.0 0.0 0.00
H 1.580 0.531 5.232 0.0 0.0 0.0 0.00
C -2.451 -1.282 2.372 0.0 0.0 0.0 0.00
N -2.332 -0.839 0.980 0.4 0.4 -0.1 -0.01
C -2.431 -2.022 0.126 0.1 0.0 0.0 0.00
C -3.404 0.099 0.642 0.0 0.1 0.0 0.00
C -3.154 1.486 1.206 0.0 -0.2 0.0 0.00
N -1.941 2.103 0.655 0.7 0.1 0.0 0.00
C -1.571 3.261 1.486 -0.1 0.1 0.1 0.00
C -2.226 2.621 -0.687 0.0 0.0 -0.2 0.00
H -3.407 -1.805 2.526 0.0 0.0 0.0 0.00
H -2.391 -0.440 3.055 0.0 0.0 0.0 0.00
H -1.633 -1.961 2.604 0.0 0.1 0.0 0.00
H -3.382 -2.547 0.285 0.0 0.0 0.0 0.00
H -1.617 -2.705 0.363 0.0 0.0 0.0 0.00
H -2.367 -1.744 -0.925 0.0 0.0 0.0 0.00
H -4.369 -0.268 1.021 0.0 0.0 -0.1 0.00
H -3.479 0.153 -0.446 0.0 0.0 0.0 0.00
H -3.049 1.430 2.290 0.0 0.0 0.0 0.00
H -4.026 2.115 0.982 0.0 0.0 0.1 0.00
H -2.381 4.003 1.490 0.0 0.0 -0.1 0.00
H -0.673 3.722 1.078 0.0 0.0 0.0 0.00
H -1.367 2.948 2.505 0.0 0.0 0.0 0.00
H -2.962 3.434 -0.634 0.0 0.0 0.0 0.00
H -2.623 1.840 -1.327 0.0 -0.1 -0.1 0.00
H -1.315 2.996 -1.144 0.1 0.0 0.0 0.00
O 0.634 -5.003 -4.259 0.0 0.1 0.0 0.00
N 0.050 -4.009 -4.649 0.1 -0.3 -0.2 0.00
O -0.461 -3.891 -5.747 0.0 0.0 0.1 0.00
C -0.044 -2.879 -3.738 0.0 0.1 0.2 0.00
C 0.553 -2.958 -2.502 0.0 -0.1 0.2 0.00
C 0.420 -1.911 -1.599 -0.5 0.2 -1.7 0.00
C -0.267 -0.696 -1.957 0.2 0.3 0.7 0.00
O -0.425 0.253 -1.136 -0.8 -0.3 -2.9 0.02
C -0.788 -0.655 -3.298 0.3 -1.0 0.3 0.00
C -0.733 -1.742 -4.138 0.0 0.5 0.1 0.00
N -1.432 0.529 -3.811 -0.2 0.5 -0.7 0.00
O -0.969 1.610 -3.517 0.1 0.1 0.3 0.00
O -2.356 0.373 -4.591 -0.1 -0.1 0.2 0.00
N 0.999 -2.086 -0.333 0.5 0.0 1.3 0.00
O 0.635 -1.404 0.639 0.0 0.5 0.0 0.00
O 1.821 -2.954 -0.167 0.3 -0.5 -0.3 -0.01
H 1.097 -3.847 -2.219 0.0 0.0 0.0 0.00
H -1.191 -1.689 -5.114 0.0 0.0 0.0 0.00